Computed, not measured: C8H16Cl2InN2O as an isolated structure in a non-equilibrium geometry, with ωB97M-V/def2-TZVPD.

Structure (ORCA input):
```
! RIJCOSX wB97M-V def2-TZVPD def2/J DEFGRID3
* xyz -1 1
In -0.62 -0.15 1.89
Cl -2.24 1.28 0.61
Cl 0.97 0.99 3.36
C -1.43 -1.26 3.31
H -0.85 -1.84 4.01
H -2.51 -1.55 3.21
C 0.44 -1.99 -0.48
C -0.52 -1.71 0.31
H 1.49 -1.74 -0.27
C -2.04 -1.95 -0.03
H -0.61 -1.91 2.12
C -2.18 -2.70 -1.39
H -2.52 -2.55 0.77
H -2.64 -0.99 -0.12
C -1.29 -2.11 -2.49
H -1.86 -3.74 -1.26
H -3.23 -2.81 -1.71
C 0.21 -1.92 -2.01
H -1.29 -2.79 -3.37
H -1.75 -1.15 -2.82
H 0.81 -2.63 -2.58
H 0.51 -0.93 -2.38
N 1.25 2.69 0.95
C 1.15 1.76 -0.02
N 1.70 2.07 -1.26
O 0.61 0.63 0.12
H 1.88 3.46 0.77
H 1.10 2.36 1.93
H 1.42 1.53 -2.08
H 1.97 3.03 -1.41
*
```

Its energy above the lowest of the compared OMol25 structures with the same formula, charge and spin is 389.8 kJ/mol. Its total energy is -43801.208 eV. As for the LUMO energy: 0.107 Ha. Its highest occupied orbital energy is -3.073 eV. The gap between HOMO and LUMO comes out at 5.975 eV.

***

Computed, not measured: one molecule with the formula C21H15BrFN3O2S in a non-equilibrium geometry, with ωB97M-V/def2-TZVPD.

Structure (ORCA input):
```
! RIJCOSX wB97M-V def2-TZVPD def2/J DEFGRID3
* xyz 0 1
O -2.74 -2.13 -2.86
F -3.04 -3.99 0.85
Br 7.59 2.29 0.27
N 1.12 -1.66 0.22
N 2.35 -1.43 0.81
O 5.02 1.03 -0.05
S -0.52 -0.68 -1.67
C -2.80 -2.34 -1.64
C 0.89 -0.70 -0.62
C 2.86 -0.32 0.31
C 6.10 1.28 0.76
C 5.98 0.67 2.00
C 4.76 -0.08 1.91
C 4.16 0.21 0.71
C 0.58 4.67 1.26
C -6.56 -3.57 -0.03
C -6.48 -2.93 -1.28
C -0.34 3.72 0.75
C 1.95 4.53 0.99
C -5.39 -3.85 0.69
C -5.23 -2.59 -1.79
C 0.14 2.71 -0.11
C 2.39 3.50 0.17
C -4.11 -3.53 0.15
C -4.04 -2.85 -1.09
C 1.53 2.54 -0.40
N 1.97 0.16 -0.61
C -1.63 -1.91 -0.78
C 2.05 1.43 -1.33
H 6.70 0.75 2.84
H 4.30 -0.64 2.73
H 0.23 5.44 1.96
H -7.53 -3.84 0.38
H -7.34 -2.65 -1.84
H -1.40 3.87 0.98
H 2.68 5.21 1.37
H -5.41 -4.41 1.61
H -5.21 -2.07 -2.73
H -0.58 2.06 -0.61
H 3.46 3.42 -0.02
H -1.98 -1.43 0.12
H -1.07 -2.85 -0.52
H 3.10 1.58 -1.58
H 1.47 1.37 -2.26
*
```

Its total energy is -114178.906 eV. As for the LUMO energy: -0.005 Ha. Its highest occupied orbital energy is -8.068 eV. The gap between HOMO and LUMO comes out at 7.921 eV. Its SMILES is O=C(CSc1nnc(-c2ccc(Br)o2)n1Cc1ccccc1)c1ccccc1F.

***

Computed, not measured: C14H16BaF9N5O3Se as an isolated structure, with ωB97M-V/def2-TZVPD.

Structure (ORCA input):
```
! RIJCOSX wB97M-V def2-TZVPD def2/J DEFGRID3
* xyz 0 1
Ba -0.16 0.36 -0.90
N -0.06 3.01 0.44
C -1.11 3.00 1.47
C -0.81 2.00 2.56
N -0.77 0.62 2.04
H 0.83 3.22 0.87
H -0.24 3.76 -0.23
H -2.05 2.72 0.99
H -1.25 3.98 1.93
H -1.57 2.12 3.35
H 0.16 2.23 3.02
H -1.68 0.42 1.62
H -0.66 -0.03 2.81
N -0.14 -2.33 -2.05
C 1.14 -2.53 -2.77
C 1.73 -1.22 -3.34
O 2.75 -1.32 -4.00
O 1.12 -0.14 -3.01
H -0.39 -3.18 -1.57
H -0.88 -2.17 -2.73
H 1.07 -3.25 -3.59
H 1.87 -2.92 -2.07
Se 2.41 0.11 2.30
N 2.38 0.16 0.51
C 3.63 0.00 0.10
C 4.05 -0.02 -1.27
C 5.35 -0.22 -1.54
C 6.34 -0.38 -0.50
C 6.00 -0.35 0.81
C 4.62 -0.16 1.15
N 4.16 -0.12 2.39
H 3.32 0.11 -2.06
H 5.67 -0.26 -2.57
H 7.37 -0.53 -0.78
H 6.72 -0.47 1.61
F -4.64 2.45 0.39
C -4.53 1.77 -0.76
F -5.74 1.71 -1.32
F -3.75 2.50 -1.57
C -3.89 0.37 -0.51
O -2.58 0.49 -0.29
C -4.59 -0.28 0.73
F -5.92 -0.14 0.73
F -4.12 0.26 1.86
F -4.31 -1.60 0.78
C -4.14 -0.53 -1.76
F -5.40 -0.99 -1.86
F -3.32 -1.60 -1.74
F -3.86 0.14 -2.89
*
```

Its energy above the lowest of the compared OMol25 structures with the same formula, charge and spin is 0.0 kJ/mol. Its total energy is -118872.693 eV. As for the LUMO energy: -0.045 Ha. Its highest occupied orbital energy is -8.863 eV. The gap between HOMO and LUMO comes out at 7.631 eV.

***

Computed, not measured: one molecule with the formula C15H16N2O2S, with ωB97M-V/def2-TZVPD.

Structure (ORCA input):
```
! RIJCOSX wB97M-V def2-TZVPD def2/J DEFGRID3
* xyz 0 1
O 2.79 1.01 1.27
C 2.10 0.43 0.46
N 2.45 -0.63 -0.27
H 1.76 -1.04 -0.89
C 3.73 -1.28 -0.10
C 3.56 -2.70 0.44
C 4.91 -3.40 0.65
H 4.75 -4.46 0.83
H 5.53 -3.28 -0.25
O 5.60 -2.94 1.79
H 5.71 -1.98 1.72
H 2.97 -3.28 -0.28
H 3.02 -2.68 1.39
H 4.25 -1.30 -1.06
H 4.30 -0.66 0.60
N 0.79 0.93 0.25
C -0.24 0.55 -0.54
S -0.24 -0.74 -1.56
C -1.41 1.46 -0.51
C -1.18 2.79 -0.76
C -2.24 3.70 -0.85
C -3.53 3.27 -0.68
C -3.80 1.92 -0.39
C -5.12 1.47 -0.18
C -5.38 0.17 0.13
C -4.32 -0.75 0.25
C -3.03 -0.35 0.05
C -2.73 0.99 -0.29
H -2.23 -1.06 0.16
H -4.54 -1.77 0.51
H -6.39 -0.17 0.29
H -5.93 2.19 -0.26
H -4.35 3.96 -0.76
H -2.03 4.74 -1.07
H -0.17 3.14 -0.94
H 0.63 1.75 0.83
*
```

Its energy above the lowest of the compared OMol25 structures with the same formula, charge and spin is 74.0 kJ/mol. Its total energy is -33726.111 eV. As for the LUMO energy: -0.013 Ha. Its highest occupied orbital energy is -8.551 eV. The gap between HOMO and LUMO comes out at 8.194 eV. Its SMILES is O=C(NCCCO)NC(=S)c1cccc2ccccc12.

***

Computed, not measured: C7H14O4Tm as an isolated structure in a non-equilibrium geometry, with ωB97M-V/def2-TZVPD.

Structure (ORCA input):
```
! RIJCOSX wB97M-V def2-TZVPD def2/J DEFGRID3
* xyz 1 3
C 1.05 3.28 -0.63
O 2.24 2.81 -0.09
C -0.13 2.36 -0.34
O 0.26 1.04 -0.72
C -0.41 -0.09 -0.03
C 0.44 -1.30 -0.33
O 1.85 -1.08 -0.07
C 2.65 -2.25 -0.14
Tm 2.50 1.00 -0.07
H 1.13 3.40 -1.73
H 0.79 4.28 -0.22
H -1.03 2.65 -0.90
H -0.37 2.38 0.74
H 0.35 -1.60 -1.39
H 0.13 -2.13 0.32
H 3.68 -1.96 0.09
H 2.30 -2.98 0.61
H 2.60 -2.68 -1.14
H -0.52 0.09 1.05
C -3.11 -1.15 1.34
O -2.93 -0.10 0.42
C -1.94 -0.31 -0.56
H -4.18 -1.35 1.45
H -2.61 -2.08 0.99
H -2.69 -0.90 2.33
H -2.05 -1.33 -0.97
*
```

Its total energy is -45193.158 eV. As for the LUMO energy (alpha / beta): -0.207 / -0.204 Ha. Its highest occupied orbital energy (alpha / beta) is -9.111 / -9.031 eV. The gap between HOMO and LUMO (alpha / beta) comes out at 3.467 / 3.469 eV.

***

Computed, not measured: C14H7ClIN4O6S3SbV as an isolated structure in a non-equilibrium geometry, with ωB97M-V/def2-TZVPD.

Structure (ORCA input):
```
! RIJCOSX wB97M-V def2-TZVPD def2/J DEFGRID3
* xyz -1 3
V -0.05 -0.02 0.03
Cl 1.76 -3.23 6.04
C 1.61 -2.14 4.67
C 2.33 -0.99 4.64
C 2.25 -0.10 3.54
I 3.37 1.64 3.53
C 1.47 -0.38 2.45
O 1.37 0.33 1.37
C 0.66 -1.56 2.54
N -0.21 -1.73 1.48
C -0.92 -2.82 1.44
C -0.86 -3.82 2.43
C -0.05 -3.64 3.51
C 0.74 -2.47 3.60
H 2.97 -0.75 5.48
H -1.59 -2.93 0.60
H -1.46 -4.71 2.32
H 0.01 -4.38 4.29
S -0.32 4.71 0.18
Sb -1.77 3.12 -0.34
S -1.48 1.42 1.35
S -0.30 1.41 -2.03
O -2.55 -4.05 -3.56
C -3.47 -3.33 -2.95
O -4.65 -3.50 -3.13
C -3.00 -2.26 -2.02
C -3.86 -1.43 -1.31
N -3.12 -0.61 -0.57
N -1.82 -0.87 -0.74
C -1.72 -1.86 -1.60
C -0.31 -2.28 -1.88
O -0.12 -3.26 -2.60
O 0.58 -1.57 -1.30
H -1.62 -3.78 -3.30
H -4.94 -1.39 -1.31
H -3.31 0.11 0.13
O 1.93 2.00 -0.82
N 0.98 1.31 -0.84
*
```

Its energy above the lowest of the compared OMol25 structures with the same formula, charge and spin is 40.1 kJ/mol. Its total energy is -118237.074 eV. As for the LUMO energy (alpha / beta): 0.059 / 0.041 Ha. Its highest occupied orbital energy (alpha / beta) is -5.163 / -5.284 eV. The gap between HOMO and LUMO (alpha / beta) comes out at 6.756 / 6.394 eV.

***

Computed, not measured: one molecule with the formula C3H4F2O in a non-equilibrium geometry, with ωB97M-V/def2-TZVPD.

Structure (ORCA input):
```
! RIJCOSX wB97M-V def2-TZVPD def2/J DEFGRID3
* xyz 0 1
C -1.32 -0.63 0.29
C 0.03 0.14 0.20
C 1.27 -0.76 0.03
H -1.27 -1.72 -0.12
H -1.63 -0.59 1.38
H 1.24 -1.54 -0.77
H 1.47 -1.21 1.00
O 0.06 1.34 0.21
F -2.28 0.08 -0.43
F 2.26 0.12 -0.26
*
```

Its energy above the lowest of the compared OMol25 structures with the same formula, charge and spin is 83.2 kJ/mol. Its total energy is -10657.097 eV. As for the LUMO energy: 0.024 Ha. Its highest occupied orbital energy is -10.321 eV. The gap between HOMO and LUMO comes out at 10.973 eV. Its SMILES is O=C(CF)CF.

***

> Which of these has the lowest total energy?

C14H16BaF9N5O3Se